{"formula": "C86H186N6O19P2", "method": "ωB97M-V/def2-TZVPD", "elements": ["P", "P", "O", "O", "O", "O", "O", "O", "O", "O", "O", "O", "O", "O", "O", "O", "O", "O", "O", "O", "O", "N", "N", "N", "N", "N", "N", "C", "C", "C", "C", "C", "C", "C", "C", "C", "C", "C", "C", "C", "C", "C", "C", "C", "C", "C", "C", "C", "C", "C", "C", "C", "C", "C", "C", "C", "C", "C", "C", "C", "C", "C", "C", "C", "C", "C", "C", "C", "C", "C", "C", "C", "C", "C", "C", "C", "C", "C", "C", "C", "C", "C", "C", "C", "C", "C", "C", "C", "C", "C", "C", "C", "C", "C", "C", "C", "C", "C", "C", "C", "C", "C", "C", "C", "C", "C", "C", "C", "C", "C", "C", "C", "C", "H", "H", "H", "H", "H", "H", "H", "H", "H", "H", "H", "H", "H", "H", "H", "H", "H", "H", "H", "H", "H", "H", "H", "H", "H", "H", "H", "H", "H", "H", "H", "H", "H", "H", "H", "H", "H", "H", "H", "H", "H", "H", "H", "H", "H", "H", "H", "H", "H", "H", "H", "H", "H", "H", "H", "H", "H", "H", "H", "H", "H", "H", "H", "H", "H", "H", "H", "H", "H", "H", "H", "H", "H", "H", "H", "H", "H", "H", "H", "H", "H", "H", "H", "H", "H", "H", "H", "H", "H", "H", "H", "H", "H", "H", "H", "H", "H", "H", "H", "H", "H", "H", "H", "H", "H", "H", "H", "H", "H", "H", "H", "H", "H", "H", "H", "H", "H", "H", "H", "H", "H", "H", "H", "H", "H", "H", "H", "H", "H", "H", "H", "H", "H", "H", "H", "H", "H", "H", "H", "H", "H", "H", "H", "H", "H", "H", "H", "H", "H", "H", "H", "H", "H", "H", "H", "H", "H", "H", "H", "H", "H", "H", "H", "H", "H", "H", "H", "H", "H", "H", "H", "H", "H", "H", "H", "H", "H", "H", "H", "H", "H", "H", "H", "H", "H", "H"], "positions_angstrom": [[11.2477, -2.8152, -3.3973], [-5.0264, 7.9776, 3.4198], [-7.5228, 0.0338, -3.5298], [-8.6498, -6.1070, -3.7223], [-5.3614, 1.3070, 3.6199], [-2.7581, -7.1242, -5.0380], [5.4902, -0.3497, -3.7613], [-3.1242, -6.0113, 8.2179], [-1.6659, -9.0579, -4.5466], [-2.9817, -6.0657, 3.1475], [-6.4941, 0.8016, 1.8421], [-7.4663, -6.6638, -1.9020], [-8.0030, -8.1646, -3.0562], [-2.2003, -4.7034, 6.8688], [-1.1474, -5.1138, 8.7480], [4.1117, 0.0916, -2.1487], [-4.9448, -6.7356, 3.9140], [-4.3285, -7.4348, 1.9754], [-3.2948, -8.2386, -3.2743], [-6.8890, 0.0059, 3.8597], [4.1885, 1.4033, -3.9706], [-6.1498, -8.1020, -9.6565], [-9.2357, -0.1520, -1.9223], [3.3423, 7.8937, -5.8907], [4.6940, -4.4364, 7.4080], [-1.4477, -1.6325, -0.9701], [-4.1332, 1.2382, 9.4552], [7.9400, -1.9694, 0.5189], [-5.0850, -6.9637, -9.8121], [-2.5614, -2.8066, -1.0949], [-4.9845, 0.7679, 10.6997], [6.5757, -5.3587, -3.6173], [12.9500, -3.2042, -2.8539], [-0.4292, -0.5132, 2.5794], [-2.0946, -0.2843, -1.4126], [1.9808, 7.0114, -5.6889], [-9.7211, 6.7370, 4.9633], [9.0947, -1.2499, -0.1187], [4.6454, -5.7492, 8.2434], [-1.1736, -1.6226, 0.5964], [-4.7033, -4.5630, -9.7755], [-4.1350, -6.6867, 2.9975], [0.1671, 2.3245, 10.2431], [-6.4290, 1.9076, 9.0898], [-0.2781, -1.7536, -1.9464], [4.5555, 0.3663, -3.3377], [-4.2497, 9.5603, 4.0543], [-3.7056, 12.6472, 4.8124], [10.1325, -2.1662, -0.8433], [12.1896, -1.3304, -8.2018], [-7.5145, -7.7286, -10.1627], [-2.0624, -5.2960, 7.9274], [8.9884, -4.3448, -3.4423], [-5.4746, -9.8988, -8.0992], [-2.8640, 1.9318, 9.8915], [-6.3336, 0.7428, 3.0513], [-0.5101, 6.6239, -6.2614], [0.7930, 7.4158, -6.5198], [13.2593, -3.6296, -1.4330], [-7.2852, 7.3036, 5.1213], [-3.8718, 0.0760, 8.4811], [-6.3974, 0.9147, 10.2730], [-0.7721, 1.6920, 11.3241], [-6.5933, 7.8583, -0.4109], [4.0358, -4.6023, 6.0028], [-8.9949, -1.6493, -1.5806], [5.8873, 8.0077, -5.9784], [-4.9566, -3.2572, -8.9446], [10.5534, -1.5451, -2.2700], [4.6724, -5.2616, 9.6976], [3.7315, -5.8861, 3.8205], [-8.4172, 6.6166, 4.2382], [11.9138, -2.6479, -7.5734], [-0.4572, 6.3009, 2.0277], [-2.7395, 7.2460, 1.6635], [-9.8050, 0.2949, -4.3420], [-8.7118, 0.0544, -3.3099], [-5.0222, 2.3403, 8.9087], [15.7433, -3.2058, -0.6961], [-5.1740, 10.4926, 4.8840], [5.3013, 8.4040, -7.3453], [-5.4604, -5.6407, -9.1251], [-5.9020, 6.9744, 4.6844], [-6.7815, 7.3706, 1.0723], [3.0257, 9.1940, -5.1469], [-3.8107, 6.8144, 2.7615], [8.1742, -5.6073, -3.2393], [4.5874, -6.7307, 2.8315], [-6.2639, 8.5151, 2.0643], [3.8246, -3.4176, 8.1732], [10.5274, -4.4698, -3.3001], [-2.5995, -8.1065, -4.2950], [-0.6514, -0.8463, -3.1087], [3.7862, 8.2135, -7.3987], [3.8990, -3.9722, 9.6076], [6.1279, -3.9234, 7.0933], [11.2145, -2.2686, -5.1433], [-1.9560, 0.9335, 10.6580], [-0.0343, -0.6515, 1.0855], [-6.2029, -8.5438, -8.2422], [4.4547, -5.8287, 5.2345], [-1.7202, 6.1647, 1.1924], [-4.9038, -10.2843, -9.5221], [-1.0905, 6.9494, -4.8532], [-4.3592, 11.5160, 5.7188], [0.5945, 0.2932, 3.3601], [14.6183, -4.2684, -1.1506], [-2.0301, -0.2263, -2.9089], [-7.0692, 6.8212, -1.4298], [4.6747, 7.1956, -5.4759], [-8.1674, -6.9955, -2.8397], [12.2405, -2.8986, -6.0793], [-5.7730, -9.4511, -10.4904], [-1.3639, -8.7288, -5.3963], [2.7868, 8.7958, -4.1608], [-7.7967, 7.1409, 1.3961], [-4.8768, 3.2611, 9.4735], [-2.2232, -1.4789, 0.8531], [-3.1147, 12.1612, 4.0361], [-3.3677, -2.7536, -0.3634], [-7.0821, 9.0336, 2.5642], [3.7414, -4.9041, 3.3475], [-4.9344, -11.3634, -9.6722], [-0.0651, 3.3492, 9.9530], [-1.8100, 0.0589, 10.0241], [-8.6295, 0.4432, -1.3761], [4.0256, -3.2572, 10.4205], [16.1353, -2.6952, -1.5757], [8.7956, -4.0326, -4.4687], [4.1439, -6.7342, 5.7556], [-0.6494, -1.4765, 3.0396], [10.9246, -2.4889, -0.1676], [6.0506, 8.9244, -5.4118], [-0.8211, 7.9573, -4.5377], [5.3434, -6.5008, 7.8745], [-7.4450, 7.0432, 6.1676], [-1.3682, 6.2461, 0.1640], [4.3019, -3.6947, 5.4611], [13.2944, -2.7087, -5.8759], [1.8100, 6.8422, -4.6258], [-0.8487, 6.0889, -4.2293], [-6.5076, -5.3444, -9.0651], [-2.8902, -2.8031, -2.1341], [-5.6850, 5.9857, 4.2802], [-4.7890, 1.4818, 11.4998], [-4.6527, -9.8429, -7.3855], [3.4576, 7.2781, -7.8516], [0.0406, 0.3241, 0.6052], [-8.9918, -6.6162, -4.4608], [5.5151, 9.4593, -7.5148], [-3.1561, 13.4451, 5.3117], [6.8821, 7.5623, -5.9667], [-4.0501, -3.0368, -8.3809], [2.9583, -4.5683, 6.1642], [-2.8122, -0.8267, -3.3735], [12.4507, -3.3673, -8.1916], [12.4455, -4.2097, -0.9979], [8.6109, -6.1898, -4.0505], [-6.1281, 6.5013, 1.1456], [9.4137, -0.6468, 0.7314], [-9.4665, 0.6744, -5.3062], [2.6890, -6.1984, 3.8814], [0.9707, 7.1902, -7.5713], [-7.0809, 2.7783, 9.1613], [8.3871, -6.0664, -2.2739], [1.4383, -0.3919, 3.4415], [-5.2470, -9.1485, -11.3958], [-4.4029, 5.9185, 2.5752], [2.8411, -4.1769, 9.7718], [11.8404, -1.1036, -9.2092], [-5.7963, -7.8016, -7.5551], [1.2233, 2.3307, 10.5126], [-4.4373, 13.2569, 4.2822], [-4.7332, -0.3824, 7.9952], [-7.2634, -8.7359, -8.0797], [12.3295, -3.9780, -5.9564], [11.0669, -0.5861, -2.2012], [3.9574, 9.7554, -5.2164], [-10.5027, 6.1428, 4.4898], [-2.9757, -5.6507, 4.0132], [-3.6326, -4.7252, -9.6513], [-10.5123, 1.0347, -3.9672], [15.3267, -2.4452, -0.0358], [-5.8996, 11.1251, 4.3724], [-5.0911, -2.4659, -9.6821], [-7.5954, -7.5641, -11.2372], [-0.5133, -1.3586, -4.0608], [5.5379, -5.8760, 5.1228], [8.2952, -2.3750, 1.4663], [4.1876, -2.3968, 8.0543], [-2.2618, 5.2377, 1.3807], [-8.1654, 5.5987, 3.9408], [-10.1831, 0.1550, -1.7544], [4.1700, -5.8426, 10.4710], [-6.4347, 5.9399, -1.5241], [-6.9681, 7.2188, -2.4397], [0.0281, 7.2382, 1.7554], [-2.6258, 0.5318, 11.4183], [-8.1883, -8.5378, -9.8809], [6.1449, -3.0038, 6.5084], [-3.4079, 9.0485, 4.5207], [13.0539, -2.8557, -0.6934], [-0.2184, 0.9548, 11.9055], [-3.7920, 10.2052, 3.3041], [-7.9276, -6.8100, -9.7461], [-3.2616, 7.6549, 0.7984], [-3.1471, 2.7684, 10.5303], [14.5059, -5.0161, -0.3655], [-1.2532, 2.4670, 11.9208], [6.7453, -4.7234, 6.6846], [2.2265, 9.6153, -5.7568], [-9.3860, -1.8500, -0.5832], [4.7209, -0.6471, -2.0803], [-7.2900, 8.3930, 5.1592], [-5.0141, -4.3728, -10.8028], [11.9493, -0.5398, -7.4909], [0.3148, 0.5549, 4.3806], [4.5438, 6.1911, -5.8784], [5.7324, -5.2368, 9.9502], [9.6394, -1.3780, -2.8399], [-0.4194, 5.5482, -6.4119], [16.5055, -3.6647, -0.0665], [-1.2568, 6.8596, -7.0196], [7.4756, -2.7396, -0.0969], [-10.3314, -0.6423, -4.5225], [0.0484, 1.7146, 9.3475], [6.6635, -3.7763, 8.0312], [-9.7560, 6.5148, 6.0299], [-5.5344, 7.9758, -0.6410], [-3.3695, 6.2887, 3.6083], [-3.4489, -0.7325, 9.0774], [-4.8729, -6.9597, -10.8813], [-3.6154, 11.0161, 6.3392], [-3.3609, -6.0216, 7.2876], [-2.1835, 0.7099, -3.4457], [6.5103, -4.8340, -4.5705], [-4.1693, -7.3075, -9.3310], [-5.8878, 0.9049, 4.3148], [0.6003, -1.3292, -1.4602], [10.7649, -5.0794, -4.1720], [10.2558, -2.4342, -5.6348], [-9.5902, -2.2538, -2.2650], [-3.1245, -0.1836, -1.0700], [5.4814, -6.2133, 2.4835], [13.2681, -4.0035, -3.5232], [13.2758, -1.2475, -8.2410], [-6.6986, -10.0004, -10.6630], [5.0517, -7.5828, 3.3278], [-4.6409, -0.2237, 10.9943], [-7.1785, 1.1779, 10.9862], [-3.2227, 0.5559, 7.7487], [8.5926, -3.5568, -2.8016], [2.7628, -3.4168, 7.9268], [13.6961, -2.4562, -3.1224], [2.3962, 6.0835, -6.0819], [0.9203, 1.2198, 2.8875], [11.4125, -1.1974, -5.1050], [7.1699, -1.2127, 0.6680], [-1.3633, 0.0473, 2.6172], [9.6156, -3.1088, -1.0230], [-0.7605, 6.3828, 3.0715], [-7.9474, -1.9354, -1.4862], [4.7654, 7.1469, -4.3907], [-6.2396, -10.6312, -7.8416], [-5.6897, 9.1123, 1.3560], [5.7269, 7.8420, -8.1767], [5.9981, -6.2674, -3.7870], [-6.6974, 1.3909, 8.1684], [-2.2252, 2.2947, 9.0864], [15.0097, -4.8405, -1.9918], [-0.0945, -2.7732, -2.2853], [-2.1782, 6.9446, -4.9248], [10.8519, -4.9912, -2.3996], [-5.2737, 6.9965, 5.5749], [-8.3939, 7.2456, 3.3483], [10.8877, -2.8793, -7.8594], [-7.0053, 8.8555, -0.5658], [-5.0358, -5.5942, -8.1223], [-5.8349, 9.9179, 5.5329], [-8.1575, 6.7710, -1.3942], [-3.8663, -10.0564, -9.7667], [-2.1523, 8.1299, 1.9124], [-5.8163, -3.3261, -8.2781], [-1.8980, -3.6480, -0.8947], [-0.8292, -2.6308, 0.8265], [-9.9593, 7.7965, 4.8697], [0.4484, 8.4483, -6.4638], [4.0807, -7.1325, 1.9540], [0.2241, 5.4650, 1.8691], [8.7644, -0.3983, -0.7135], [0.1403, -0.1220, -3.3002], [-6.8197, 0.0396, 9.7790], [0.9569, -1.0850, 0.9526], [3.6191, -6.0964, 8.1243], [6.0694, -4.8042, -2.8272], [3.0409, 8.8792, -7.8338], [-4.6218, 2.4919, 7.9063], [-1.5540, 0.5479, -0.9618], [-5.0619, 12.0893, 6.3234]], "lowdin_charge": [1.0377, 1.0559, 0.1512, 0.0221, 0.0827, -0.1266, -0.0951, 0.0774, 0.0293, 0.0413, -0.0513, -0.0150, -0.0204, -0.0682, -0.1085, 0.0689, -0.0543, -0.0848, -0.0279, 0.0001, -0.1135, -0.2307, 0.1053, -0.2287, -0.2120, -0.2065, -0.2359, -0.1158, -0.0665, 0.1023, -0.0702, -0.0458, -0.2759, -0.2628, -0.1203, -0.0648, -0.1095, -0.2683, -0.0667, -0.0713, -0.2739, -0.9209, -0.0999, -0.1499, -0.0751, -0.9355, -0.2445, -0.0908, -0.1838, -0.1167, -0.0119, -0.9826, -0.3009, -0.0873, -0.1459, -1.0378, -0.2357, -0.2102, -0.2786, -0.2314, 0.0801, -0.1399, -0.2015, -0.2635, -0.1304, 0.0694, -0.1228, -0.0875, -0.2108, -0.1483, -0.1989, -0.2313, -0.2803, -0.1171, -0.2079, 0.0205, -0.4124, -0.1404, -0.0764, -0.2405, -0.1552, -0.2206, -0.2831, -0.2006, 0.0388, -0.2702, -0.1997, -0.1096, -0.2162, -0.0747, -0.2488, -0.9269, -0.1679, -0.0640, -0.1619, 0.0324, -0.2462, -0.1860, -0.1643, -0.1009, -0.1849, -0.2492, -0.1373, -0.0976, -0.2243, -0.1180, -0.2087, -0.1588, -0.1108, -0.0889, -0.9698, -0.2392, -0.0492, 0.0617, 0.1068, 0.0926, 0.1279, 0.1286, 0.0516, 0.1160, 0.0859, 0.0952, 0.1142, 0.0659, 0.1132, 0.1761, 0.1226, 0.0634, 0.1075, 0.1164, 0.1248, 0.0938, 0.1065, 0.0722, 0.1376, 0.1140, 0.1057, 0.1272, 0.1134, 0.1332, 0.0729, 0.1163, 0.1043, 0.0932, 0.1378, 0.1277, 0.1202, 0.1027, 0.0713, 0.1167, 0.0720, 0.1306, 0.0739, 0.1417, 0.1110, 0.1110, 0.0916, 0.0969, 0.0946, 0.1039, 0.0965, 0.1213, 0.1145, 0.1232, 0.1029, 0.0681, 0.1211, 0.0889, 0.1230, 0.0869, 0.1450, 0.0682, 0.0695, 0.1258, 0.1274, 0.1024, 0.1081, 0.0999, 0.0825, 0.0775, 0.1183, 0.0859, 0.0591, 0.1164, 0.0643, 0.1082, 0.1187, 0.1045, 0.0765, 0.1288, 0.1073, 0.1204, 0.1705, 0.1323, 0.0806, 0.0670, 0.0757, 0.0979, 0.1047, 0.1059, 0.0885, 0.0963, 0.1098, 0.0883, 0.0963, 0.0893, 0.1289, 0.1013, 0.1037, 0.0974, 0.0966, 0.1103, 0.0792, 0.0925, 0.1106, 0.0692, 0.0656, 0.1390, 0.1097, 0.0879, 0.1128, 0.0661, 0.1083, 0.0712, 0.1013, 0.0670, 0.0992, 0.0800, 0.0925, 0.0966, 0.1097, 0.1260, 0.1033, 0.0928, 0.1194, 0.0646, 0.1444, 0.0084, 0.1212, 0.1099, 0.1077, 0.1133, 0.1363, 0.0626, 0.0927, 0.0759, 0.1233, 0.0654, 0.1395, 0.1286, 0.1148, 0.0924, 0.1352, 0.1060, 0.1272, 0.0679, 0.0999, 0.0801, 0.1103, 0.0771, 0.0691, 0.1211, 0.1323, 0.1198, 0.0735, 0.1250, 0.0626, 0.1216, 0.1258, 0.1016, 0.1407, 0.0680, 0.0992, 0.1018, 0.0704, 0.1097, 0.1106, 0.1348, 0.0854, 0.0792, 0.1054, 0.0975, 0.0734, 0.1106, 0.1393, 0.0813, 0.1125, 0.0775, 0.0778, 0.1067, 0.1178, 0.1251, 0.1109, 0.1467, 0.0602, 0.1300, 0.1381, 0.1214, 0.1032], "charge": 2, "orbital_gap_ev": 1.009, "e_tot_ev": -158580.6702}